Entry 1:
125
Properties=species:S:1:pos:R:3 method="wB97M-V/def2-TZVPD" total_charge=+1 homo_ev=-9.79 orbital_gap_ev=7.07
Pb 0.389 0.336 0.021
C -2.183 2.806 3.219
C -3.166 2.985 2.051
C -4.492 3.558 2.553
C -2.520 3.836 0.968
C -2.484 5.219 1.124
C -1.835 6.034 0.213
C -1.209 5.467 -0.885
C -1.217 4.091 -1.092
C -0.492 3.520 -2.305
C -0.920 4.221 -3.598
C 1.031 3.623 -2.134
C -1.882 3.268 -0.156
N -1.783 1.865 -0.290
C -2.779 1.099 -0.523
C -2.699 -0.331 -0.529
C -3.777 -1.171 -0.776
C -3.305 -2.476 -0.641
C -1.951 -2.389 -0.307
N -1.559 -1.085 -0.234
C -1.033 -3.586 -0.132
C -0.264 -3.821 -1.452
C -0.054 -3.379 1.030
C -1.856 -4.842 0.183
H -2.598 2.133 3.975
H -1.985 3.771 3.694
H -1.230 2.399 2.874
H -3.376 2.000 1.644
H -4.346 4.485 3.111
H -4.972 2.844 3.227
H -5.176 3.761 1.726
H -2.971 5.667 1.983
H -1.820 7.108 0.357
H -0.704 6.114 -1.595
H -0.758 2.465 -2.388
H -0.677 5.285 -3.574
H -1.997 4.125 -3.762
H -0.400 3.788 -4.456
H 1.335 4.671 -2.044
H 1.557 3.193 -2.993
H 1.369 3.094 -1.241
H -3.774 1.516 -0.718
H -4.784 -0.856 -1.021
H -3.881 -3.382 -0.760
H 0.014 -2.876 -1.925
H -0.894 -4.356 -2.166
H 0.627 -4.446 -1.296
H 0.448 -2.410 0.988
H 0.700 -4.175 1.047
H -0.587 -3.419 1.983
H -2.481 -5.137 -0.661
H -2.499 -4.681 1.049
H -1.183 -5.675 0.406
O 1.098 3.046 1.309
H 1.886 3.565 1.121
H 0.345 3.613 1.070
O 2.398 -2.328 -0.931
H 1.732 -2.994 -0.684
H 1.967 -1.821 -1.676
N 1.027 -0.784 -2.701
C 0.577 -0.668 -3.767
N 0.005 -0.534 -4.935
C -0.739 -1.663 -5.530
C -1.988 -1.149 -6.226
C -1.632 -0.055 -7.232
C -0.905 1.092 -6.529
C 0.350 0.594 -5.828
H -0.983 -2.368 -4.739
H -0.089 -2.164 -6.253
H -2.683 -0.755 -5.479
H -2.478 -1.989 -6.721
H -2.534 0.316 -7.719
H -0.990 -0.473 -8.016
H -1.573 1.545 -5.793
H -0.620 1.869 -7.241
H 0.815 1.376 -5.228
H 1.081 0.249 -6.565
N -0.143 -0.420 7.821
C -0.073 -0.328 6.678
C 0.018 -0.218 5.243
C -1.008 -0.694 4.435
C -0.875 -0.571 3.067
N 0.202 -0.018 2.500
C 1.188 0.442 3.279
C 1.137 0.363 4.656
H -1.890 -1.146 4.869
H -1.653 -0.914 2.390
H 2.042 0.889 2.780
H 1.948 0.748 5.260
C 2.495 -1.234 0.223
Ge 4.376 -0.633 0.143
C 5.562 -2.183 0.317
C 6.909 -2.050 -0.032
C 7.783 -3.124 0.072
C 7.322 -4.352 0.526
C 5.988 -4.500 0.883
C 5.117 -3.421 0.779
C 4.773 0.288 -1.539
C 5.437 1.517 -1.535
C 5.738 2.170 -2.727
C 5.379 1.601 -3.941
C 4.733 0.371 -3.962
C 4.437 -0.279 -2.771
C 4.657 0.618 1.609
C 5.356 0.244 2.757
C 5.522 1.142 3.807
C 4.995 2.424 3.717
C 4.306 2.814 2.575
C 4.140 1.914 1.529
H 2.457 -1.840 1.137
H 7.278 -1.095 -0.397
H 8.825 -3.005 -0.202
H 8.000 -5.193 0.604
H 5.625 -5.453 1.247
H 4.083 -3.552 1.085
H 5.727 1.972 -0.595
H 6.259 3.120 -2.706
H 5.616 2.107 -4.870
H 4.475 -0.090 -4.909
H 3.963 -1.254 -2.812
H 5.770 -0.756 2.830
H 6.068 0.841 4.693
H 5.135 3.125 4.531
H 3.912 3.822 2.502
H 3.625 2.220 0.621

Entry 2:
129
Properties=species:S:1:pos:R:3 method="wB97M-V/def2-TZVPD" s_squared=0.775 spin_multiplicity=2 total_charge=-2 homo_ev="-0.40 / -1.83" orbital_gap_ev="4.19 / 5.62"
Ti -0.960 1.983 0.056
C -0.218 5.481 5.911
C 0.251 4.878 4.599
N -0.894 4.599 3.754
C -0.679 3.927 2.556
S -2.076 3.436 1.670
N 0.549 3.727 2.189
N 0.641 3.025 1.013
C 1.866 2.826 0.564
C 3.057 3.321 1.319
C 1.932 2.160 -0.686
C 3.095 1.937 -1.459
C 2.987 1.479 -2.743
C 1.712 1.218 -3.294
C 0.619 1.359 -2.478
N 0.709 1.767 -1.202
H -0.870 4.784 6.445
H -0.777 6.404 5.738
H 0.629 5.704 6.562
H 0.842 3.975 4.784
H 0.905 5.570 4.064
H -1.681 4.199 4.246
H 3.006 4.403 1.458
H 3.984 3.073 0.804
H 3.086 2.883 2.320
H 4.065 2.146 -1.028
H 3.882 1.317 -3.335
H 1.583 0.882 -4.313
H -0.383 1.113 -2.815
C -0.434 -3.805 -3.509
P 0.044 -2.045 -3.754
C 1.629 -2.354 -4.643
C -1.033 -1.703 -5.215
C -2.485 -1.442 -4.804
P -2.749 0.251 -4.095
C -2.942 1.161 -5.693
C -4.518 0.067 -3.656
H -0.469 -4.346 -4.462
H -1.407 -3.875 -3.024
H 0.287 -4.290 -2.850
H 1.510 -3.053 -5.477
H 2.353 -2.765 -3.937
H 2.037 -1.413 -5.019
H -0.969 -2.548 -5.913
H -0.623 -0.830 -5.737
H -2.799 -2.153 -4.033
H -3.155 -1.576 -5.663
H -3.685 0.698 -6.353
H -1.980 1.198 -6.209
H -3.236 2.192 -5.485
H -5.109 -0.331 -4.488
H -4.920 1.038 -3.363
H -4.592 -0.605 -2.801
O -2.596 -1.043 -1.243
C -3.095 -0.254 -0.441
O -2.684 0.916 -0.139
H -4.030 -0.530 0.081
C 0.799 -8.391 -0.546
C 0.723 -6.895 -0.396
C -0.497 -6.236 -0.368
C -0.592 -4.853 -0.217
C -1.964 -4.233 -0.191
C 0.582 -4.094 -0.094
Te 0.359 -1.972 0.164
N -0.543 0.602 1.177
C -1.221 0.140 2.219
O -2.123 -0.718 2.257
C -0.810 0.683 3.586
C -1.761 0.832 4.596
C -1.387 1.259 5.862
C -0.046 1.509 6.145
C 0.904 1.351 5.145
C 0.517 0.965 3.866
C 1.393 -2.049 2.032
C 0.832 -2.771 3.095
C -0.493 -3.475 3.004
C 1.509 -2.816 4.317
C 2.702 -2.146 4.522
C 3.395 -2.175 5.857
C 3.224 -1.408 3.466
C 2.586 -1.341 2.234
C 3.158 -0.458 1.167
C 1.826 -4.744 -0.137
C 3.123 -3.993 -0.034
C 1.875 -6.130 -0.282
H -0.192 -8.821 -0.697
H 1.234 -8.859 0.341
H 1.421 -8.676 -1.399
H -1.412 -6.814 -0.467
H -2.715 -4.980 -0.461
H -2.073 -3.374 -0.855
H -2.202 -3.846 0.803
H -2.791 0.598 4.359
H -2.138 1.384 6.635
H 0.255 1.825 7.139
H 1.951 1.545 5.355
H 1.244 0.868 3.068
H -1.213 -2.861 2.463
H -0.887 -3.655 4.006
H -0.399 -4.437 2.490
H 1.060 -3.367 5.137
H 2.840 -2.784 6.573
H 3.484 -1.169 6.275
H 4.405 -2.586 5.777
H 4.141 -0.843 3.611
H 4.077 0.023 1.510
H 2.443 0.319 0.897
H 3.367 -1.007 0.248
H 3.076 -3.063 -0.604
H 3.950 -4.600 -0.410
H 3.341 -3.714 1.000
H 2.846 -6.618 -0.317
C 0.112 6.483 -3.623
C 0.714 5.830 -2.526
C 0.059 4.818 -1.881
C -1.236 4.378 -2.276
C -1.888 3.289 -1.593
C -3.181 3.043 -2.016
C -3.821 3.754 -3.057
C -3.168 4.740 -3.737
C -1.848 5.079 -3.356
C -1.142 6.117 -4.019
H 0.640 7.278 -4.139
H 1.701 6.130 -2.191
H 0.520 4.339 -1.029
H -3.745 2.254 -1.532
H -4.843 3.498 -3.324
H -3.640 5.280 -4.552
H -1.630 6.622 -4.848

The calculation returns the following calculated total energy values, one per record and in order: -129739.5241; -128381.8301 eV.
The calculation returns the following relative energy (zero: lowest compared OMol25 entry of this formula, charge and spin) values, one per record and in order: 25.7; 4.9 kcal/mol.
The calculation returns the following maximum force values, one per record and in order: 0.54; 1.36 eV/A.